Here is a 16-piece molecular cluster, C48H96O16 overall from the Open Molecules 2025 dataset. Energies are from ωB97M-V with the def2-TZVPD basis set.

Each line ends with the Mulliken spin population.
Cartesian coordinates (Å):
C: 10.4981 12.9193 13.3179  0.000
C: 10.0298 13.1027 11.9217  -0.001
O: 8.9627 13.6295 11.7003  -0.001
C: 10.9079 12.4944 10.8276  0.000
H: 11.5868 12.8938 13.3657  0.000
H: 10.0770 12.0375 13.8008  0.000
H: 10.1777 13.7283 13.9745  0.000
H: 11.4483 13.2169 10.2160  0.000
H: 10.2183 11.9161 10.2127  0.000
H: 11.5826 11.7550 11.2589  0.000
C: 8.7214 20.4087 13.9905  0.013
C: 9.8283 21.4332 14.3153  -0.013
O: 9.6129 22.6472 14.3185  0.002
C: 11.2002 20.8906 14.5374  0.000
H: 8.9957 19.3608 13.8688  -0.014
H: 8.2782 20.7691 13.0622  0.004
H: 8.0490 20.5539 14.8360  0.037
H: 11.9194 21.3704 13.8736  -0.001
H: 11.1720 19.8219 14.3250  0.000
H: 11.4859 21.1796 15.5489  0.001
C: 2.3611 11.9838 14.8251  0.000
C: 2.6891 13.1604 13.9836  0.000
O: 1.8441 14.0558 13.9135  -0.002
C: 4.0512 13.2303 13.3410  0.001
H: 2.7096 11.1051 14.2824  0.000
H: 1.3116 11.8256 15.0731  0.001
H: 2.8668 11.9126 15.7881  0.000
H: 3.9706 14.1715 12.7971  -0.001
H: 4.1925 12.3734 12.6823  0.000
H: 4.8032 13.2472 14.1299  0.000
C: 4.6605 14.4039 18.8701  0.014
C: 4.4344 14.5581 17.3776  -0.016
O: 4.8191 13.7033 16.5991  -0.001
C: 3.6836 15.8014 16.9553  -0.009
H: 3.7169 14.5758 19.3879  0.000
H: 5.4519 15.0683 19.2171  -0.006
H: 4.9542 13.3829 19.1138  0.001
H: 2.7689 15.8821 17.5426  0.001
H: 3.3892 15.6455 15.9174  -0.007
H: 4.3286 16.6703 17.0859  0.042
C: 8.6942 17.4019 17.6697  0.031
C: 7.3645 17.7063 18.3375  -0.018
O: 6.8652 16.9957 19.2032  -0.001
C: 6.6420 18.9303 17.8355  0.077
H: 8.5092 16.8158 16.7695  0.000
H: 9.3891 16.9208 18.3580  -0.005
H: 9.2226 18.3304 17.4537  0.006
H: 6.3698 18.7654 16.7930  0.027
H: 7.2906 19.7945 17.9790  -0.019
H: 5.7430 19.1105 18.4249  -0.057
C: 1.8021 17.7604 14.0031  -0.038
C: 0.6004 18.6471 14.1163  -0.005
O: -0.4690 18.3186 13.6585  -0.004
C: 0.8107 19.9865 14.7886  -0.109
H: 2.4443 18.0800 14.8238  0.051
H: 2.3337 17.9401 13.0687  -0.002
H: 1.5327 16.7116 14.1276  -0.013
H: 1.8514 20.2927 14.6828  0.042
H: 0.6384 19.7630 15.8415  -0.012
H: 0.0644 20.7002 14.4396  -0.019
C: 11.5471 16.3813 15.6145  0.004
C: 12.0772 17.0188 16.8871  -0.002
O: 11.9965 18.2720 17.0358  -0.003
C: 12.5515 16.1814 18.0023  0.002
H: 12.3935 15.9025 15.1220  0.000
H: 11.1164 17.1309 14.9506  0.000
H: 10.7449 15.7193 15.9405  -0.001
H: 13.2372 15.4093 17.6534  0.000
H: 11.6917 15.7356 18.5024  0.000
H: 13.0161 16.7282 18.8227  0.000
C: 7.7471 11.2330 15.7697  0.001
C: 6.7779 10.7311 14.7690  -0.001
O: 5.8702 9.9805 15.1074  0.000
C: 6.8681 11.2234 13.3770  0.000
H: 7.9173 12.3061 15.6818  0.000
H: 8.6840 10.6971 15.6179  0.000
H: 7.4238 11.0419 16.7929  0.000
H: 7.7998 10.8686 12.9363  0.000
H: 6.8637 12.3113 13.4447  0.000
H: 6.0575 10.8454 12.7539  0.000
C: 10.1015 16.5738 12.0923  -0.008
C: 11.3037 17.1465 11.3925  0.000
O: 12.0480 17.9120 11.9868  0.000
C: 11.5307 16.7824 9.9546  0.001
H: 9.3546 16.1893 11.3978  -0.001
H: 9.6761 17.2891 12.7961  0.006
H: 10.4406 15.7194 12.6781  -0.001
H: 12.5961 16.6433 9.7710  0.000
H: 11.2734 17.6561 9.3558  0.000
H: 11.0164 15.9125 9.5462  0.000
C: 7.2873 16.5342 8.6876  0.000
C: 7.9073 17.9222 8.8259  -0.002
O: 8.3043 18.2696 9.9106  0.001
C: 7.8257 18.8614 7.6666  0.000
H: 6.2306 16.5794 8.9512  0.000
H: 7.8419 15.8855 9.3656  0.000
H: 7.4406 16.1194 7.6913  0.000
H: 8.3205 18.4550 6.7845  0.000
H: 8.2988 19.7720 8.0342  0.000
H: 6.8344 19.1610 7.3268  0.000
C: 2.5549 16.6541 10.4813  0.002
C: 1.9603 15.2989 10.5566  -0.001
O: 2.6275 14.2994 10.4285  0.000
C: 0.4750 15.1965 10.7626  -0.001
H: 3.0755 16.8389 11.4209  0.003
H: 1.8511 17.4641 10.2900  0.000
H: 3.3542 16.7617 9.7481  -0.001
H: -0.0399 15.6679 9.9254  0.000
H: 0.1148 15.6502 11.6859  0.001
H: 0.1277 14.1662 10.6852  0.000
C: 5.7357 20.8655 10.4822  -0.031
C: 4.6677 19.8642 10.1530  -0.003
O: 4.9405 18.9688 9.3915  0.006
C: 3.2413 19.9585 10.7413  0.005
H: 5.1985 21.7883 10.7014  -0.020
H: 6.5456 20.9026 9.7537  0.006
H: 6.2469 20.5203 11.3808  0.054
H: 3.1874 19.5508 11.7507  0.007
H: 2.6044 19.3136 10.1358  -0.001
H: 2.8495 20.9755 10.7250  -0.002
C: 4.5075 20.6824 14.5766  0.561
C: 4.7327 21.9860 13.7257  0.308
O: 3.8763 22.4422 12.9057  0.208
C: 5.9356 22.7974 14.1104  0.079
H: 5.4244 20.3109 15.0340  -0.318
H: 4.0621 19.9330 13.9223  0.073
H: 3.8218 20.9504 15.3804  0.167
H: 6.7378 22.7950 13.3724  0.027
H: 6.2383 22.5073 15.1166  0.008
H: 5.6428 23.8296 14.3023  0.007
C: 7.3217 15.1181 14.2793  -0.006
C: 6.7493 16.5499 13.9751  -0.058
O: 7.0111 17.4970 14.7071  -0.065
C: 5.7981 16.6887 12.7681  -0.021
H: 8.1242 15.2269 15.0088  -0.002
H: 7.7693 14.6900 13.3823  -0.001
H: 6.6263 14.3663 14.6525  0.003
H: 6.4486 16.6835 11.8935  -0.002
H: 5.2060 17.6032 12.8021  0.033
H: 5.1278 15.8360 12.6604  -0.001
C: 4.6023 12.2898 8.2694  0.000
C: 5.2802 11.9814 9.5816  0.000
O: 5.2875 10.8014 9.9848  0.000
C: 6.1691 13.0570 10.1157  0.000
H: 5.2254 12.7840 7.5240  0.000
H: 3.7173 12.8918 8.4757  0.000
H: 4.2429 11.3296 7.8992  0.000
H: 6.9395 12.5891 10.7285  0.000
H: 5.5785 13.7519 10.7126  0.000
H: 6.6052 13.5757 9.2619  0.000
C: 8.1554 14.0294 17.8817  0.005
C: 9.6169 13.5569 18.0092  -0.009
O: 10.3350 13.5867 17.0327  0.001
C: 10.0740 13.1440 19.3893  0.001
H: 7.4849 13.2366 18.2134  0.003
H: 7.8820 14.3172 16.8665  0.000
H: 8.0520 14.8796 18.5559  -0.001
H: 11.1394 12.9180 19.4330  0.001
H: 9.4935 12.2840 19.7232  -0.001
H: 9.8994 13.9979 20.0439  0.000

Atoms 1-2, force components in eV/Å:
C 0.577 0.554 1.054
C -0.111 -0.261 -0.173

Results
2S+1: 2
Calculated total energy: -84091.090 eV
Total charge: -1
Gap between HOMO and LUMO (alpha / beta): 1.5185 / 5.8118 eV
HOMO (alpha / beta): 0.004 / -0.154 hartree
F_max: 4.78 eV Å⁻¹